1.
Below is C29H43N4O2RhS2Sb2 as an isolated structure at a distorted geometry, with properties calculated with ωB97M-V/def2-TZVPD.

Results
**Energy relative to the best compared isomer or geometry (same formula, charge and spin)**: 0.0 kcal per mole
**HOMO (alpha / beta)**: -13.43 / -13.43 eV
**Net charge**: +2
**HOMO-LUMO gap (alpha / beta)**: 6.76 / 6.76 eV
**DFT total energy**: -78565.73413 eV

Structure (XYZ):
```
83
Properties=species:S:1:pos:R:3:forces:R:3
Rh 0.5241 0.4996 -0.6206 -0.247 0.285 -1.888
C -1.3494 3.9669 -0.0224 -0.006 0.172 0.058
Sb -0.2051 2.8236 -1.3572 -0.372 -0.219 0.466
C 1.2967 4.1880 -1.9517 0.108 -0.011 0.121
C -1.4734 2.6688 -3.0658 -0.170 0.120 -0.083
C -2.8988 2.5425 -2.5966 0.205 -0.083 -0.060
C -3.6409 3.6918 -2.3398 -0.029 0.025 0.013
C -4.9178 3.6192 -1.8072 0.000 -0.035 -0.006
C -5.4679 2.3795 -1.5121 0.041 -0.005 -0.005
C -4.7508 1.2284 -1.7982 -0.055 0.036 -0.007
C -3.4755 1.2903 -2.3566 0.037 -0.160 -0.031
C -2.7999 0.0049 -2.7592 -0.129 0.237 -0.068
Sb -1.4685 -0.8695 -1.3636 0.148 0.505 0.043
C -2.7850 -1.4104 0.1765 -0.004 -0.082 0.127
C -1.0686 -2.6623 -2.3742 0.052 -0.073 -0.007
H -1.5731 4.9228 -0.4933 -0.047 0.011 0.033
H -0.7831 4.1285 0.8921 -0.038 -0.011 -0.022
H -2.2717 3.4409 0.2104 -0.013 0.003 0.005
H 0.7880 5.1462 -2.0497 0.082 0.039 -0.048
H 1.7408 3.8981 -2.8983 0.002 0.017 -0.047
H 2.0817 4.2650 -1.2020 -0.032 0.004 0.022
H -1.1247 1.8103 -3.6347 -0.059 0.020 -0.084
H -1.3190 3.5676 -3.6647 -0.033 -0.010 -0.001
H -3.2142 4.6611 -2.5725 0.006 -0.002 0.007
H -5.4832 4.5244 -1.6322 0.005 -0.003 0.014
H -6.4614 2.3068 -1.0912 0.000 0.007 -0.007
H -5.2042 0.2600 -1.6180 -0.008 0.006 -0.015
H -2.2535 0.0839 -3.6990 -0.055 0.026 -0.036
H -3.5519 -0.7764 -2.8896 0.013 -0.014 -0.042
H -3.5707 -2.0047 -0.2899 -0.036 -0.005 0.066
H -3.2016 -0.5169 0.6353 -0.025 -0.003 -0.021
H -2.2644 -1.9993 0.9282 0.002 0.002 -0.011
H -2.0480 -3.0731 -2.6195 0.042 -0.064 -0.078
H -0.5198 -3.3460 -1.7365 -0.013 0.002 0.031
H -0.5016 -2.4647 -3.2813 -0.011 0.000 -0.004
C 0.5157 -6.3574 3.0628 0.015 -0.006 -0.015
C 0.9803 -5.1594 2.2856 -0.017 0.006 0.039
C 1.5139 -4.0509 2.9432 0.040 -0.010 0.029
C 1.9694 -2.9512 2.2377 0.007 -0.126 -0.017
C 1.8885 -2.9512 0.8534 -0.050 -0.003 0.122
C 1.3848 -4.0495 0.1715 0.014 -0.005 0.018
C 0.9257 -5.1394 0.8934 0.012 -0.030 -0.052
S 2.5663 -1.5884 -0.0093 0.317 0.499 0.896
O 2.3382 -0.3722 0.8098 0.383 -0.192 -0.046
O 3.9332 -1.8399 -0.3500 -0.091 -0.091 -0.286
N 1.5646 -1.4180 -1.2449 -0.203 -0.442 -0.006
C 2.0685 -0.7830 -2.3752 -0.170 -0.062 0.222
C 3.1320 -1.2045 -3.1694 -0.018 0.031 -0.083
C 3.4670 -0.4214 -4.2504 -0.016 0.035 -0.021
C 2.7390 0.7429 -4.5199 0.014 -0.087 -0.022
C 1.7109 1.0867 -3.6830 -0.331 -0.015 0.013
N 1.3680 0.3384 -2.6117 0.752 -0.164 0.089
H -0.0036 -6.0623 3.9739 0.002 0.007 0.001
H 1.3709 -6.9682 3.3585 0.000 0.003 -0.005
H -0.1501 -6.9838 2.4723 0.002 0.004 -0.005
H 1.5879 -4.0644 4.0251 -0.013 0.005 -0.011
H 2.4017 -2.1027 2.7447 0.048 0.028 -0.036
H 1.3703 -4.0584 -0.9100 0.012 -0.005 -0.011
H 0.5368 -6.0020 0.3663 -0.010 0.014 -0.002
H 3.6695 -2.1070 -2.9207 -0.015 0.000 0.025
H 4.2857 -0.7118 -4.8953 -0.001 0.010 0.001
H 2.9668 1.3643 -5.3735 0.010 -0.008 0.001
H 1.1070 1.9609 -3.8828 0.030 0.057 0.023
C 1.9117 2.7912 1.8132 -0.044 -0.061 0.008
N 1.4889 1.8984 2.8819 0.172 0.225 -0.078
C 1.7926 2.4291 4.2174 -0.030 0.064 0.020
C 0.6496 0.8850 2.6903 -0.496 -0.140 0.044
S -0.5651 0.9023 1.3782 0.304 -0.066 0.730
N 0.5673 -0.0683 3.6038 -0.070 -0.271 0.128
C -0.5443 -1.0312 3.6551 0.084 0.118 -0.048
C 1.6577 -0.3616 4.5421 0.027 -0.041 -0.069
H 2.9222 3.1282 2.0401 -0.003 0.024 -0.011
H 1.2525 3.6617 1.7558 0.038 -0.019 -0.049
H 1.9496 2.2661 0.8625 -0.017 -0.032 0.016
H 1.5602 3.4944 4.2056 0.026 0.007 -0.006
H 2.8443 2.3033 4.4738 -0.020 -0.006 0.008
H 1.1676 1.9585 4.9694 0.024 0.112 -0.061
H -1.5004 -0.5322 3.5384 -0.015 0.045 -0.017
H -0.5142 -1.5048 4.6334 -0.026 -0.017 -0.018
H -0.4236 -1.7889 2.8812 -0.014 -0.011 0.018
H 2.5876 0.0754 4.1846 -0.058 -0.080 0.027
H 1.7664 -1.4422 4.5780 0.016 -0.008 0.074
H 1.4367 -0.0061 5.5480 0.022 -0.033 -0.010
```
Forces are in eV/Å.

Partial atomic charges computed with the Löwdin method, in multiples of e: 0.27, -0.28, 1.40, -0.25, -0.27, -0.30, -0.06, -0.05, -0.05, -0.04, -0.28, -0.29, 1.46, -0.27, -0.24, 0.03, 0.00, 0.02, 0.03, 0.01, 0.02, 0.04, 0.09, 0.12, 0.12, 0.12, 0.12, 0.07, 0.08, 0.03, 0.01, 0.01, 0.03, -0.01, 0.03, -0.03, -0.25, -0.02, -0.07, -0.29, -0.06, -0.01, 0.62, -0.38, -0.24, -0.22, -0.41, 0.02, -0.01, -0.03, -0.13, -0.03, 0.09, 0.10, 0.08, 0.12, 0.09, 0.11, 0.12, 0.13, 0.13, 0.12, 0.08, -0.06, -0.17, -0.02, -0.61, 0.63, -0.16, -0.05, -0.03, 0.11, 0.09, 0.04, 0.11, 0.11, 0.09, 0.08, 0.10, 0.08, 0.10, 0.08, 0.11

2.
Below is C29H43N8O4Pb as an isolated structure, with properties calculated with ωB97M-V/def2-TZVPD.

Results
**Energy relative to the best compared isomer or geometry (same formula, charge and spin)**: 0.0 kcal per mole
**HOMO (alpha / beta)**: -14.90 / -15.40 eV
**Net charge**: +3
**HOMO-LUMO gap (alpha / beta)**: 4.88 / 6.02 eV
**DFT total energy**: -56106.03819 eV

Structure (XYZ):
```
85
Properties=species:S:1:pos:R:3:forces:R:3
Pb 0.4123 -0.8148 0.2426 0.314 0.610 0.004
C -2.7022 3.0254 0.2190 0.012 -0.023 0.021
C -1.3475 2.9360 -0.4865 0.023 0.013 -0.054
C -0.3109 3.7800 0.1966 0.100 -0.048 0.141
C -0.1382 5.0853 -0.1977 -0.033 0.028 0.010
C 0.7345 5.9297 0.4852 -0.005 0.028 0.015
C 1.4637 5.4607 1.5699 0.014 0.030 -0.057
C 1.3333 4.1643 2.0257 -0.051 -0.151 -0.002
C 2.2571 3.7309 3.1407 0.096 0.046 -0.053
C 1.8783 4.3213 4.5023 -0.001 -0.015 -0.005
C 0.4040 3.2967 1.3470 -0.035 0.128 -0.074
N 0.2043 1.9987 1.6977 0.083 -0.239 0.025
C 0.3338 1.6350 2.9694 -0.101 0.130 0.006
C 0.5347 0.3335 3.3888 -0.025 -0.025 -0.134
C 0.7671 -0.0837 4.7356 0.027 -0.062 0.013
C 1.0672 -1.4148 4.6925 -0.031 0.066 0.051
C 0.9909 -1.7925 3.3240 -0.027 0.059 -0.041
N 0.6744 -0.7661 2.5410 0.025 -0.088 0.163
H -3.4616 2.4702 -0.3321 -0.032 -0.047 -0.016
H -3.0364 4.0607 0.2878 0.008 -0.010 0.004
H -2.6377 2.6254 1.2313 -0.004 -0.011 0.043
H -1.4549 3.2950 -1.5120 0.019 -0.030 -0.006
H -1.0212 1.8956 -0.5274 -0.007 -0.056 0.000
H -0.7046 5.4696 -1.0364 0.002 -0.007 -0.017
H 0.8526 6.9557 0.1633 0.012 0.003 -0.011
H 2.1720 6.1198 2.0562 0.005 -0.004 0.010
H 3.2605 4.0758 2.8798 -0.016 0.032 0.020
H 2.3257 2.6450 3.2075 0.097 0.043 -0.030
H 1.8454 5.4091 4.4585 -0.004 0.003 -0.002
H 2.6100 4.0391 5.2573 0.014 -0.010 -0.001
H 0.8966 3.9835 4.8391 -0.025 0.031 0.018
H 0.2648 2.3883 3.7511 -0.042 -0.078 -0.012
H 0.7283 0.5571 5.6023 -0.006 0.018 0.008
H 1.3117 -2.0651 5.5152 0.003 -0.022 0.005
H 1.1473 -2.7771 2.9116 0.015 -0.024 -0.001
C 3.5693 1.3752 -0.0885 0.076 0.046 0.019
O 3.1508 0.0155 -0.0605 -0.126 -0.082 -0.017
C 4.0660 -0.8187 -0.7540 0.030 0.016 0.038
C 3.6112 -2.2432 -0.6516 0.017 -0.040 0.058
O 2.3040 -2.3986 -1.2220 0.016 -0.136 -0.100
C 2.0444 -3.7859 -1.4561 -0.036 0.072 0.018
H 4.5308 1.4938 0.4174 -0.014 -0.015 -0.008
H 2.8168 1.9590 0.4296 -0.105 0.085 0.066
H 3.6618 1.7320 -1.1182 -0.005 0.000 0.009
H 5.0601 -0.7423 -0.2999 0.008 0.005 -0.032
H 4.1470 -0.5009 -1.7998 -0.047 -0.016 -0.010
H 3.5852 -2.5592 0.3975 -0.020 -0.019 -0.007
H 4.3168 -2.8886 -1.1812 0.037 0.043 -0.005
H 2.1081 -4.3533 -0.5257 0.001 -0.020 -0.009
H 2.7592 -4.1857 -2.1776 -0.009 -0.016 -0.007
H 1.0349 -3.8745 -1.8551 -0.012 -0.006 -0.007
N -2.4198 -7.0623 0.5108 0.029 -0.002 -0.062
C -1.9773 -5.8695 0.1339 0.023 0.045 -0.028
N -2.1166 -5.4802 -1.1403 0.035 0.037 -0.060
N -1.4415 -5.0978 1.0766 -0.005 -0.182 0.274
C -0.7476 -4.0469 0.8587 -0.074 0.195 -0.194
N -0.1043 -3.0763 0.7757 -0.045 -0.233 -0.031
H -2.8434 -7.7110 -0.1311 -0.022 0.000 0.016
H -2.2294 -7.3696 1.4509 -0.006 0.003 0.003
H -2.4892 -6.0974 -1.8428 0.006 0.010 0.000
H -1.8827 -4.5371 -1.4102 -0.049 -0.030 0.044
N -0.0606 -1.2997 -3.1505 0.077 -0.143 -0.269
C -0.4582 -0.5074 -4.1381 0.139 -0.053 -0.024
C 0.4901 -0.0230 -5.0973 -0.115 -0.012 0.065
C 0.0592 0.7646 -6.1225 -0.078 0.030 -0.031
C -1.3058 1.1008 -6.2284 0.013 -0.034 0.041
C -2.2451 0.6373 -5.2841 0.068 0.032 -0.066
C -1.8417 -0.1524 -4.2491 0.050 -0.017 -0.013
H 0.9017 -1.6059 -3.0713 0.086 0.106 -0.002
H -0.7422 -1.7111 -2.5135 -0.202 0.155 0.156
H 1.5302 -0.3076 -5.0045 0.014 -0.002 0.015
H 0.7579 1.1255 -6.8642 0.001 0.010 -0.005
H -1.6392 1.7184 -7.0513 0.002 0.008 -0.007
H -3.2869 0.9041 -5.3937 -0.002 0.011 -0.010
H -2.5401 -0.5356 -3.5158 0.046 -0.010 -0.015
N -4.4003 -1.1836 1.3485 0.190 0.074 -0.042
C -4.1209 -1.7056 -0.0327 -0.070 0.118 0.022
C -2.6445 -1.4268 -0.3587 0.195 0.279 -0.048
O -2.1622 -1.9571 -1.3686 -0.193 -0.262 0.047
O -2.0675 -0.6259 0.4298 -0.290 -0.195 0.187
H -4.3564 -1.9168 2.0574 0.004 0.019 -0.001
H -5.3047 -0.7180 1.4299 0.019 0.005 0.002
H -3.6178 -0.5151 1.5245 -0.119 -0.108 0.017
H -4.7468 -1.1485 -0.7281 0.023 -0.073 -0.052
H -4.3679 -2.7603 -0.1011 0.018 -0.018 0.026
```
Forces are in eV/Å.

Partial atomic charges computed with the Löwdin method, in multiples of e: 1.50, -0.08, -0.21, -0.15, -0.01, 0.00, -0.01, -0.13, -0.21, -0.06, -0.17, 0.12, -0.07, -0.27, 0.02, -0.02, -0.11, -0.09, 0.07, 0.09, 0.07, 0.12, 0.06, 0.13, 0.13, 0.13, 0.13, 0.09, 0.08, 0.09, 0.07, 0.12, 0.13, 0.12, 0.10, -0.07, -0.32, -0.20, -0.18, -0.34, -0.10, 0.11, 0.07, 0.10, 0.15, 0.14, 0.14, 0.14, 0.09, 0.11, 0.07, 0.22, -0.47, 0.21, 0.14, -0.31, 0.05, 0.13, 0.14, 0.13, 0.09, 0.23, -0.24, 0.03, -0.02, 0.03, -0.02, 0.03, 0.11, 0.06, 0.13, 0.13, 0.13, 0.13, 0.11, 0.20, -0.02, -0.67, -0.05, -0.19, 0.18, 0.18, 0.15, 0.15, 0.14